1.
Density functional theory data (the ωB97M-V functional and the def2-TZVPD basis) for a structure of composition C44H63N7O5P2Ti.

* E_LUMO: -10.96 eV
* energy above the lowest of the compared OMol25 structures with the same formula, charge and spin: 0.000 eV
* total energy: -108982.2699 eV
* charge: +4

Last column: Mulliken charge in e.
Atoms and positions in Å:
Ti 0.361 -0.850 -0.867  -1.22
C 1.112 -7.781 -2.656  -1.57
C 1.120 -6.395 -2.082  -0.22
C 1.705 -6.105 -0.857  -1.13
C 1.714 -4.811 -0.305  -0.04
C 2.343 -4.642 0.972  -0.19
N 2.571 -3.506 1.543  0.36
C 3.167 -3.320 2.881  -1.19
C 3.052 -1.860 3.300  -0.36
C 1.599 -1.379 3.320  0.23
N 1.479 0.036 3.701  0.11
C 1.979 1.070 3.113  -1.55
C 2.794 1.109 1.909  0.36
C 3.984 1.839 2.036  -0.27
C 4.959 1.847 1.047  -0.12
C 6.263 2.569 1.226  -1.75
C 4.648 1.190 -0.137  -0.83
C 3.426 0.546 -0.344  0.45
C 3.109 0.131 -1.701  -0.50
N 1.998 -0.332 -2.143  0.75
C 1.905 -0.530 -3.610  -1.36
C 0.592 -0.004 -4.178  -0.30
C -0.649 -0.830 -3.759  -1.29
N -0.282 -1.749 -2.662  1.08
C -0.112 -2.976 -3.012  -0.28
C 0.488 -4.032 -2.226  1.22
C 0.528 -5.328 -2.754  -0.96
C 1.078 -3.762 -0.992  -0.22
O 1.014 -2.530 -0.475  -0.17
C 2.498 0.466 0.701  0.88
O 1.324 -0.133 0.494  1.90
H 1.768 -8.447 -2.101  0.40
H 1.429 -7.774 -3.697  0.40
H 0.104 -8.198 -2.623  0.36
H 2.186 -6.903 -0.303  0.46
H 2.657 -5.532 1.512  0.62
H 2.318 -2.673 1.011  -0.46
H 4.219 -3.604 2.844  0.46
H 2.662 -3.989 3.578  0.57
H 3.650 -1.251 2.618  0.10
H 3.492 -1.758 4.292  0.55
H 1.027 -1.944 4.055  0.77
H 1.112 -1.496 2.350  -1.01
H 0.987 0.217 4.570  0.51
H 1.859 2.005 3.654  0.89
H 4.164 2.386 2.956  0.53
H 6.460 2.782 2.274  0.43
H 6.253 3.517 0.688  0.32
H 7.090 1.979 0.836  0.43
H 5.360 1.220 -0.955  0.55
H 3.911 0.299 -2.422  0.45
H 2.026 -1.596 -3.816  0.25
H 2.739 -0.016 -4.091  0.73
H 0.674 -0.026 -5.265  0.64
H 0.480 1.040 -3.887  0.03
H -1.024 -1.415 -4.600  0.72
H -1.462 -0.184 -3.429  0.31
H -0.419 -3.267 -4.018  0.51
H 0.073 -5.507 -3.723  0.59
C -1.709 -1.365 2.105  -1.02
P -2.015 -1.100 0.321  2.17
C -3.047 0.442 0.327  -1.30
N -4.181 0.307 -0.311  0.27
C -5.052 1.337 -0.353  0.10
C -6.297 1.196 -1.009  -0.63
C -7.148 2.260 -1.044  -0.69
C -6.797 3.498 -0.441  -0.62
C -5.604 3.656 0.202  -0.58
C -4.709 2.565 0.264  0.22
N -3.535 2.682 0.922  0.14
C -2.703 1.672 0.981  -0.66
P -1.205 1.912 2.060  1.27
C -2.061 1.771 3.687  -1.48
C -0.831 3.751 1.986  2.34
C -1.809 4.653 2.743  -1.73
C -0.740 4.182 0.525  -2.25
C 0.557 3.886 2.628  -1.80
C -3.133 -2.543 -0.133  2.09
C -2.296 -3.814 0.064  -2.45
C -4.350 -2.630 0.793  -1.64
C -3.580 -2.450 -1.595  -1.50
H -2.656 -1.304 2.640  0.62
H -1.034 -0.595 2.477  -0.84
H -1.271 -2.350 2.268  0.52
H -6.552 0.248 -1.462  0.50
H -8.108 2.169 -1.532  0.45
H -7.495 4.322 -0.491  0.45
H -5.331 4.589 0.676  0.51
H -2.971 2.369 3.698  0.42
H -1.406 2.126 4.484  0.40
H -2.326 0.734 3.897  0.34
H -2.834 4.513 2.412  0.17
H -1.534 5.693 2.557  0.54
H -1.759 4.498 3.820  0.38
H -1.707 4.123 0.026  0.27
H -0.009 3.582 -0.019  0.22
H -0.415 5.225 0.482  0.62
H 0.543 3.580 3.678  0.36
H 0.864 4.933 2.614  0.64
H 1.311 3.306 2.088  0.09
H -2.150 -4.050 1.118  0.34
H -1.322 -3.752 -0.419  0.74
H -2.830 -4.655 -0.381  0.56
H -4.069 -2.832 1.826  0.40
H -4.956 -3.474 0.459  0.53
H -4.974 -1.742 0.755  0.26
H -2.735 -2.425 -2.282  0.11
H -4.204 -1.579 -1.769  0.09
H -4.169 -3.339 -1.831  0.62
O -0.364 0.947 -1.351  0.23
H -1.226 1.304 -1.609  0.38
H 0.328 1.702 -1.633  -0.13
N 2.750 5.843 -2.589  -0.17
C 1.809 4.785 -3.076  -0.83
C 1.880 3.619 -2.071  0.83
O 2.661 3.752 -1.125  -0.77
O 1.120 2.650 -2.333  -0.77
H 3.510 6.039 -3.242  0.37
H 3.136 5.408 -1.712  0.32
H 2.288 6.727 -2.372  0.37
H 2.097 4.455 -4.071  0.34
H 0.795 5.175 -3.119  0.33



2.
Density functional theory data (the ωB97M-V functional and the def2-TZVPD basis) for a structure of composition C44H64N2O38S6 in a non-equilibrium geometry.

* E_LUMO: -0.70 eV
* total energy: -192453.7125 eV
* charge: 0

Last column: Mulliken charge in e.
Atoms and positions in Å:
C 1.028 -7.833 -2.693  -0.48
C 0.565 -7.206 -4.019  -0.44
O 0.035 -5.921 -3.633  -0.38
S 0.903 -5.364 -2.433  1.16
O 0.175 -4.491 -1.616  -0.22
O 2.141 -4.914 -2.979  -0.68
O 1.147 -6.776 -1.741  -0.23
H 1.972 -8.363 -2.789  0.30
H 0.277 -8.547 -2.355  0.31
H -0.211 -7.787 -4.503  0.33
H 1.373 -7.012 -4.723  0.32
C 2.867 -1.957 -3.540  -0.16
C 2.712 -1.834 -2.011  0.76
O 3.323 -0.631 -1.593  -0.19
S 3.533 0.354 -2.846  0.51
O 4.777 1.014 -2.769  -0.64
O 2.363 1.144 -2.982  -0.07
O 3.607 -0.785 -3.927  -0.46
H 1.929 -2.001 -4.084  0.25
H 3.527 -2.778 -3.799  0.29
H 3.051 -2.750 -1.531  0.08
H 1.638 -1.837 -1.797  -0.38
C -5.028 -0.131 -4.946  -0.51
C -3.844 -0.702 -4.191  -0.35
O -3.414 0.366 -3.354  -0.07
S -3.726 1.787 -3.993  1.05
O -2.550 2.297 -4.592  -0.48
O -4.422 2.577 -3.062  -0.59
O -4.703 1.255 -5.133  -0.34
H -5.931 -0.172 -4.334  0.32
H -5.191 -0.591 -5.915  0.31
H -3.018 -1.031 -4.830  0.30
H -4.065 -1.578 -3.582  0.34
C 1.713 4.274 -4.358  0.58
C 0.926 3.425 -5.367  0.41
O 1.529 3.712 -6.645  -0.41
S 2.591 4.893 -6.541  1.03
O 1.930 6.139 -6.690  -0.53
O 3.729 4.567 -7.312  -0.56
O 2.925 4.624 -5.011  -0.36
H 1.902 3.828 -3.386  -0.40
H 1.154 5.179 -4.086  0.16
H -0.132 3.675 -5.401  0.08
H 1.052 2.356 -5.210  -0.04
C 2.984 -5.420 2.605  -0.06
C 2.662 -5.611 1.105  0.05
O 2.809 -4.303 0.556  -0.26
S 2.455 -3.200 1.646  0.84
O 1.057 -3.212 1.886  0.18
O 3.146 -2.017 1.330  -0.70
O 3.224 -4.021 2.784  -0.40
H 3.825 -6.013 2.953  0.29
H 2.124 -5.667 3.232  0.00
H 1.599 -5.856 1.019  -0.33
H 3.245 -6.318 0.527  0.47
C 1.791 7.028 1.123  -0.53
C 2.241 6.748 2.550  -0.18
O 1.117 6.158 3.205  -0.46
S 0.232 5.352 2.136  0.97
O -1.084 5.853 2.200  -0.73
O 0.515 3.974 2.313  -0.09
O 0.950 5.886 0.829  -0.29
H 2.662 6.951 0.479  0.36
H 1.225 7.947 1.003  0.37
H 2.617 7.614 3.088  0.40
H 3.056 6.019 2.533  0.04
C -3.153 3.068 1.340  -0.36
C -3.831 2.052 0.680  -0.65
C -4.056 0.851 1.334  -0.31
C -3.591 0.683 2.619  -0.12
C -2.899 1.680 3.286  -0.39
C -2.658 2.869 2.620  -0.72
N -3.885 -0.564 3.331  1.20
O -3.431 -0.692 4.454  -0.65
O -4.580 -1.390 2.780  -0.67
H -2.883 3.970 0.807  0.37
H -4.151 2.173 -0.348  0.58
H -4.611 0.041 0.882  0.53
H -2.646 1.604 4.333  0.53
H -2.085 3.698 3.007  0.61
C -1.140 -1.680 -0.069  -0.30
C -0.860 -0.744 0.920  0.05
C -0.571 0.566 0.567  -1.06
C -0.559 0.894 -0.784  0.01
C -0.808 -0.036 -1.765  0.05
C -1.109 -1.347 -1.418  -1.29
N -0.359 2.289 -1.176  0.59
O -0.477 3.116 -0.295  -0.03
O -0.094 2.529 -2.335  -0.11
H -1.317 -2.714 0.193  0.17
H -0.890 -0.966 1.979  0.31
H -0.454 1.344 1.312  0.36
H -0.715 0.274 -2.798  0.70
H -1.341 -2.052 -2.203  0.67
O -1.027 8.169 -3.754  -0.61
C -1.439 7.312 -3.037  0.32
O -1.226 7.336 -1.703  -0.43
C -1.728 6.153 -1.048  0.35
C -2.653 5.502 -2.086  -0.02
C -2.159 6.034 -3.419  0.17
H -2.232 6.433 -0.127  0.35
H -0.872 5.538 -0.778  -0.37
H -3.644 5.874 -1.814  0.36
H -2.724 4.417 -2.017  -0.05
H -2.997 6.217 -4.089  0.41
H -1.470 5.392 -3.969  -0.39
O -4.897 -5.743 1.724  -0.59
C -3.776 -5.898 1.347  0.29
O -2.788 -5.010 1.634  -0.27
C -1.516 -5.456 1.152  1.41
C -1.828 -6.529 0.119  -0.42
C -3.229 -7.043 0.491  -0.50
H -0.950 -5.862 1.994  -0.20
H -0.922 -4.663 0.708  -0.76
H -1.125 -7.362 0.138  0.31
H -1.869 -6.130 -0.894  0.11
H -3.211 -7.950 1.091  0.30
H -3.846 -7.146 -0.396  0.29
O -0.034 -5.815 4.380  -0.69
C -0.534 -4.772 4.706  0.55
O 0.194 -3.662 4.918  -0.38
C -0.611 -2.578 5.385  0.59
C -1.886 -3.255 5.904  -0.65
C -1.994 -4.492 5.015  -0.36
H -0.877 -1.893 4.575  -0.52
H -0.138 -1.998 6.173  0.39
H -2.753 -2.602 5.893  0.38
H -1.696 -3.587 6.927  0.26
H -2.600 -4.398 4.113  0.05
H -2.387 -5.352 5.558  0.38
O 4.397 3.759 3.214  -0.65
C 4.004 3.289 2.184  0.32
O 3.659 1.994 2.046  -0.24
C 3.189 1.701 0.726  0.44
C 3.790 2.812 -0.130  -0.27
C 3.858 3.992 0.852  0.49
H 2.094 1.790 0.691  -0.31
H 3.399 0.700 0.367  0.34
H 3.238 3.165 -1.002  -0.28
H 4.802 2.561 -0.445  0.39
H 2.984 4.631 0.911  -0.72
H 4.728 4.577 0.559  0.52
O 4.320 -0.700 4.361  -0.66
C 3.315 -0.051 4.399  0.25
O 3.265 1.189 4.907  -0.39
C 1.946 1.722 4.841  0.00
C 0.985 0.539 4.576  0.08
C 1.944 -0.497 3.923  1.29
H 1.842 2.435 4.023  -0.14
H 1.751 2.205 5.796  0.40
H 0.248 0.819 3.826  -0.45
H 0.567 0.166 5.508  0.39
H 1.919 -0.326 2.845  -0.75
H 1.748 -1.538 4.159  0.00